(1)
DFT (ωB97M-V with the def2-TZVPD basis set) results for a structure of composition C4H5LiO5Sc in a non-equilibrium geometry.

Each line ends with the Löwdin spin population.
Geometry (Å):
1 C -0.516 3.093 1.361  0.006
2 O 0.707 -1.977 -2.542  -0.002
3 H -0.494 4.974 1.473  0.000
4 O 0.093 -0.813 -0.760  0.000
5 H -1.192 -0.267 1.036  -0.002
6 Li -0.265 -4.286 -2.432  0.000
7 O -0.428 2.063 0.719  -0.002
8 H 1.228 0.626 1.161  -0.001
9 Sc 1.884 -0.781 -3.590  1.000
10 C 0.164 0.381 1.294  0.002
11 H 0.325 -1.783 1.044  0.000
12 H 0.028 0.298 2.376  0.000
13 O -0.765 4.243 0.888  0.002
14 C -0.094 -0.882 0.582  -0.003
15 C -0.029 -1.957 -1.509  0.000
16 O -0.646 -2.930 -1.101  -0.001

The calculation puts the HOMO energy (spin up / spin down) at -23.095 / -25.197 eV. The largest force on an atom is 0.1656 hartree/bohr. For the energy, the calculation gives -35317.6544 eV. As for the net charge: +4. Its spin multiplicity is 2.

---

(2)
DFT (ωB97M-V with the def2-TZVPD basis set) results for a structure of composition C4H5LiOYb in a non-equilibrium geometry.

Each line ends with the Löwdin spin population.
Geometry (Å):
1 C 0.899 0.256 0.749  0.008
2 H 1.685 0.441 1.498  0.000
3 H 1.449 0.207 -0.251  0.001
4 Li -1.765 3.446 -0.168  0.000
5 H 0.458 2.369 1.127  0.000
6 O -0.910 1.590 -0.128  0.000
7 H 0.646 -3.968 -1.000  0.016
8 C -0.796 -2.188 -1.238  0.463
9 C 0.179 1.509 0.497  0.000
10 H 0.196 -0.424 1.259  0.002
11 C -0.004 -3.113 -1.091  0.497
12 Yb -2.036 -0.126 -1.254  0.014

The calculation puts the HOMO energy (spin up / spin down) at -22.038 / -22.010 eV. The largest force on an atom is 0.0628 hartree/bohr. For the energy, the calculation gives -37975.9963 eV. As for the net charge: +3. Its spin multiplicity is 2.

---

(3)
DFT (ωB97M-V with the def2-TZVPD basis set) results for an isolated molecule of C4H5N.

Each line ends with the natural charge from an NBO analysis.
Geometry (Å):
1 H 0.224 -2.290 0.683  0.204
2 C 0.436 -1.382 0.121  -0.240
3 N 1.107 -0.363 0.913  -0.552
4 H -1.004 -0.142 1.265  0.226
5 C -0.268 -0.114 0.466  -0.170
6 C -0.500 1.958 -1.163  -0.221
7 H 0.735 -1.557 -0.909  0.202
8 H -0.506 2.884 -1.694  0.238
9 H 1.727 0.182 0.320  0.356
10 C -0.446 0.964 -0.485  -0.042

The calculation puts the HOMO energy at -9.435 eV. The largest force on an atom is 0.0072 hartree/bohr. For the energy, the calculation gives -5715.9649 eV. The relative energy (zero: lowest compared OMol25 entry of this formula, charge and spin) comes out at 278.0 kJ/mol.

---

(4)
DFT (ωB97M-V with the def2-TZVPD basis set) results for the ion C4H5N2 with charge +1 in a non-equilibrium geometry.

Each line ends with the natural charge from an NBO analysis.
Geometry (Å):
1 C 0.449 0.464 -0.533  -0.788
2 C -0.476 0.228 1.996  -0.140
3 H 0.067 1.426 -0.768  0.332
4 H -0.211 0.924 2.848  0.338
5 H 1.549 0.273 -0.743  0.294
6 H -0.131 -0.218 -1.206  0.348
7 H -1.271 -2.864 -0.240  0.275
8 C -1.205 -2.003 0.363  0.078
9 N -1.079 -1.712 1.483  0.018
10 N -1.197 -0.928 2.393  -0.229
11 C -0.049 0.225 0.742  0.473

The calculation puts the HOMO energy (spin up / spin down) at -14.067 / -14.068 eV. The largest force on an atom is 0.0982 hartree/bohr. For the energy, the calculation gives -7194.5249 eV. As for the net charge: +1. The relative energy (zero: lowest compared OMol25 entry of this formula, charge and spin) comes out at 581.5 kJ/mol.

---

(5)
DFT (ωB97M-V with the def2-TZVPD basis set) results for the ion C4H5N2 with charge +1 in a non-equilibrium geometry.

Each line ends with the natural charge from an NBO analysis.
Geometry (Å):
1 H -1.441 1.949 -0.035  0.321
2 H 0.353 -0.741 -2.302  0.500
3 H 0.086 2.011 0.914  0.328
4 C -0.041 0.818 -1.013  0.652
5 C 0.338 -0.887 0.942  0.084
6 H -1.557 -0.499 0.573  0.431
7 N 0.415 0.266 -1.960  -0.448
8 H 1.858 -2.537 1.040  0.271
9 N -0.650 0.030 0.789  -0.562
10 C 1.181 -1.724 0.872  -0.192
11 C -0.541 1.314 0.181  -0.384

The calculation puts the HOMO energy at -13.987 eV. The largest force on an atom is 0.1088 hartree/bohr. For the energy, the calculation gives -7197.1398 eV. As for the net charge: +1. The relative energy (zero: lowest compared OMol25 entry of this formula, charge and spin) comes out at 329.2 kJ/mol.

---

(6)
DFT (ωB97M-V with the def2-TZVPD basis set) results for a structure of composition C4H5N2 in a non-equilibrium geometry.

Each line ends with the natural charge from an NBO analysis.
Geometry (Å):
1 C -1.601 0.238 0.032  0.279
2 N 2.177 -0.586 1.463  -0.376
3 N -1.334 -0.827 -0.618  -0.453
4 H 0.026 -0.387 -2.502  0.269
5 H -0.549 1.987 -1.037  0.252
6 H -2.355 0.277 0.852  0.267
7 C 3.007 -0.200 2.144  0.106
8 C -0.369 0.047 -1.622  0.158
9 C -0.923 1.051 -1.009  -0.234
10 H 3.925 0.077 2.776  0.271
11 H -2.003 -1.678 -0.481  0.461

The calculation puts the HOMO energy at -15.589 eV. The largest force on an atom is 0.0777 hartree/bohr. For the energy, the calculation gives -7196.6250 eV. As for the net charge: +1. The relative energy (zero: lowest compared OMol25 entry of this formula, charge and spin) comes out at 378.9 kJ/mol.

---

(7)
DFT (ωB97M-V with the def2-TZVPD basis set) results for the ion C4H5N2OS with charge +1 in a non-equilibrium geometry.

Each line ends with the natural charge from an NBO analysis.
Geometry (Å):
1 S 0.165 -0.673 -2.096  0.309
2 C 1.338 -0.763 -0.471  -0.273
3 N -0.272 0.941 -1.704  -0.676
4 H -2.242 -0.086 1.989  0.239
5 O -1.655 0.603 0.173  -0.329
6 C -1.419 0.051 1.306  0.191
7 H 2.193 -0.154 -0.769  0.254
8 H 1.608 -1.821 -0.467  0.262
9 H 0.090 1.702 -2.277  0.460
10 H 0.259 -0.354 2.632  0.230
11 C -0.034 -0.268 1.590  0.066
12 C -0.876 1.209 -0.607  0.629
13 N 0.844 -0.385 0.701  -0.364

The calculation puts the HOMO energy (spin up / spin down) at -13.599 / -13.775 eV. The largest force on an atom is 0.0595 hartree/bohr. For the energy, the calculation gives -20079.0155 eV. As for the net charge: +1. The relative energy (zero: lowest compared OMol25 entry of this formula, charge and spin) comes out at 545.3 kJ/mol.

---

(8)
DFT (ωB97M-V with the def2-TZVPD basis set) results for a structure of composition C4H5N2OS in a non-equilibrium geometry.

Each line ends with the natural charge from an NBO analysis.
Geometry (Å):
1 C 0.499 1.043 0.320  -0.316
2 H -0.622 -0.362 1.526  0.462
3 O -0.838 2.389 -1.178  -0.360
4 H 1.467 0.839 -0.262  0.262
5 N 0.296 -0.333 0.957  -0.568
6 H 1.125 -0.705 1.528  0.471
7 C -0.830 -0.082 -1.391  0.156
8 C -0.546 1.306 -0.895  0.537
9 H -0.174 -2.402 0.462  0.248
10 S 0.677 -1.146 -1.620  0.274
11 H 0.666 1.712 1.083  0.266
12 N -1.448 -0.815 -0.466  -0.429
13 C -0.272 -1.444 -0.063  -0.001

The calculation puts the HOMO energy (spin up / spin down) at -14.388 / -14.388 eV. The largest force on an atom is 0.1037 hartree/bohr. For the energy, the calculation gives -20080.1232 eV. As for the net charge: +1. The relative energy (zero: lowest compared OMol25 entry of this formula, charge and spin) comes out at 438.4 kJ/mol.

---

(9)
DFT (ωB97M-V with the def2-TZVPD basis set) results for an isolated molecule of C4H5N3 in a non-equilibrium geometry.

Each line ends with the natural charge from an NBO analysis.
Geometry (Å):
1 H 1.443 -1.792 -1.174  0.180
2 H -0.954 -2.208 -0.384  0.203
3 C -1.484 -0.383 -0.176  0.033
4 N 1.604 -0.215 -0.347  -0.446
5 H -1.893 1.452 0.319  0.364
6 N -0.082 1.373 0.769  -0.265
7 H 1.899 0.683 1.307  0.195
8 C 1.085 0.730 0.588  0.185
9 H -2.551 -0.755 -0.610  0.227
10 C 0.914 -1.120 -0.660  0.174
11 N -1.176 0.991 0.009  -0.438
12 C -0.577 -1.298 -0.163  -0.411

The calculation puts the HOMO energy at -8.423 eV. The largest force on an atom is 0.1543 hartree/bohr. For the energy, the calculation gives -8694.4384 eV. The relative energy (zero: lowest compared OMol25 entry of this formula, charge and spin) comes out at 518.5 kJ/mol.